H2NOP | the ωB97M-V functional and the def2-TZVPD basis

## Properties
E ... -12857.5972 eV
Orbital gap ... 10.245 eV
LUMO energy ... -0.025 hartree
Energy above the lowest of the compared OMol25 structures with the same formula, charge and spin ... 45.7 kcal/mol
Molecular weight ... 63.00 g mol⁻¹

Positions of all 5 atoms, in Å:
N 0.184 -1.390 -0.068
O 2.767 0.112 -0.020
P 1.271 -0.147 0.049
H 0.757 1.209 -0.169
H -0.698 -0.907 -0.263

Forces on the atoms, in the same order (eV/Å):
N 3.50 3.07 0.42
O -3.05 -1.70 0.65
P -0.23 -0.25 -1.70
H -0.19 -1.17 0.39
H -0.03 0.05 0.24

How positive or negative is each atom? The natural (NBO) charges in e answer that: number 1, N, carries -1.09; number 2, O, carries -0.95; number 3, P, carries 1.74; number 4, H, carries -0.08; number 5, H, carries 0.37

---

C5H16N7O8P2Pd | the ωB97M-V functional and the def2-TZVPD basis

## Properties
E ... -54311.6122 eV
Orbital gap ... 8.884 eV
LUMO energy ... -0.140 hartree
Net charge ... +1
Energy above the lowest of the compared OMol25 structures with the same formula, charge and spin ... 0.0 kcal/mol
Molecular weight ... 470.59 g mol⁻¹

Positions of all 39 atoms, in Å:
Pd 0.642 0.328 -0.157
C 0.036 4.631 0.998
C -0.024 3.252 1.642
O -0.343 3.379 3.038
P -1.445 2.253 1.042
O -2.709 2.979 1.658
O -1.657 2.531 -0.507
O -1.269 0.822 1.361
P 1.515 2.296 1.375
O 2.581 3.311 1.947
O 1.462 0.964 2.061
O 1.654 2.097 -0.145
H -0.919 5.141 1.126
H 0.265 4.556 -0.065
H 0.807 5.224 1.486
H 0.354 3.007 3.591
H -2.691 3.030 2.625
H -2.328 3.198 -0.705
H 3.497 3.003 1.965
C -0.334 -4.520 1.859
N -0.228 -3.589 0.752
C 0.032 -2.283 0.877
N 0.159 -1.754 2.092
O 0.152 -1.610 -0.197
H -0.450 -5.522 1.457
H -1.204 -4.304 2.482
H 0.569 -4.508 2.472
H -0.318 -3.916 -0.194
H 0.025 -2.317 2.912
H 0.370 -0.771 2.218
N -0.106 -0.768 -5.239
N 0.334 -0.083 -4.125
N 1.092 0.984 -4.222
C 1.355 1.241 -2.952
N 0.769 0.334 -2.162
N 0.110 -0.513 -2.930
H -0.203 -0.095 -5.991
H -0.994 -1.202 -5.013
H 1.957 2.055 -2.593

Forces on the atoms, in the same order (eV/Å):
Pd 1.18 -0.16 0.06
C 0.01 0.01 0.01
C 0.02 0.00 0.11
O 0.04 0.05 0.01
P -0.05 0.09 0.13
O -0.03 -0.03 0.00
O -0.02 0.00 0.05
O -0.12 0.04 -0.18
P -0.25 0.19 -0.03
O 0.08 -0.06 -0.07
O -0.01 -0.14 -0.14
O -0.43 0.14 -0.06
H 0.00 0.00 0.00
H -0.01 -0.01 0.00
H 0.00 0.00 0.00
H -0.03 -0.06 0.00
H 0.03 0.02 0.00
H 0.01 0.01 -0.01
H 0.00 -0.03 0.04
C -0.02 0.00 0.00
N 0.02 -0.01 0.00
C -0.09 0.03 0.02
N 0.07 -0.08 0.04
O -0.28 0.12 0.06
H 0.00 0.00 0.00
H 0.01 0.00 0.00
H 0.00 0.00 0.00
H 0.00 0.00 0.00
H 0.00 0.00 0.00
H -0.05 0.02 -0.01
N 0.00 0.01 0.02
N -0.01 -0.03 -0.01
N 0.01 0.02 -0.01
C 0.06 -0.03 0.07
N -0.18 -0.14 -0.11
N 0.05 0.02 -0.01
H 0.00 -0.01 0.01
H 0.01 0.01 -0.01
H -0.02 0.01 0.01

Atomic partial charges in e from the natural (NBO) method, atoms 1 to 8: number 1, Pd, carries 1.09; number 2, C, carries -0.64; number 3, C, carries -0.49; number 4, O, carries -0.73; number 5, P, carries 2.37; number 6, O, carries -0.99; number 7, O, carries -0.99; number 8, O, carries -1.11